Computed, not measured: a cluster of 4 separate species, CH11NO4 in total, with ωB97M-V/def2-TZVPD.

Each atom is followed by the atoms it is bonded to, with distances in Å.
CARTESIAN COORDINATES (ANGSTROEM)
1 N 0.7687 1.7352 -0.8893  C2 1.500, H4 0.997, H5 0.985
2 C 1.3328 1.3578 0.4488  N1 1.500, O3 1.498, H6 1.066, H7 1.095
3 O 0.8548 0.0191 0.9218  C2 1.498, H8 1.013
4 H 1.3028 2.5225 -1.1878  N1 0.997
5 H -0.1707 2.0268 -0.8458  N1 0.985
6 H 2.3877 1.2135 0.3921  C2 1.066
7 H 1.0139 2.0677 1.2192  C2 1.095
8 H -0.0184 0.0501 1.4350  O3 1.013
9 O -1.7987 -0.5619 1.9496  H10 0.974, H11 0.985
10 H -2.0478 -1.3024 2.5321  O9 0.974
11 H -2.1832 -0.7424 1.0610  O9 0.985
12 O 1.2879 -1.8247 -1.5427  H13 0.959, H14 0.963
13 H 2.0465 -2.3969 -1.4129  O12 0.959
14 H 1.2031 -1.2949 -0.7427  O12 0.963
15 O -2.1570 -0.8783 -0.8316  H16 0.924, H17 0.913
16 H -1.2405 -0.8092 -0.9262  O15 0.924
17 H -2.5820 -1.1819 -1.5806  O15 0.913

Orbital gap, eV: 10.538
Total charge: 0
Electronic energy, eV: -10895.285
Maximum force, eV/A: 3.62
Energy above the lowest of the compared OMol25 structures with the same formula, charge and spin, kcal per mole: 17.1

natural (NBO) charges, unit e, in atom order: -0.844 0.091 -0.802 0.355 0.356 0.176 0.147 0.515 -0.989 0.481 0.509 -0.967 0.467 0.492 -0.967 0.496 0.484

=====

Computed, not measured: a cluster of 19 separate species, H38O19 in total, with ωB97M-V/def2-TZVPD.

Each atom is followed by the atoms it is bonded to, with distances in Å.
CARTESIAN COORDINATES (ANGSTROEM)
1 O 0.2151 3.1811 0.4750  H2 0.957, H3 0.957
2 H 0.3692 3.3719 1.4003  O1 0.957
3 H 0.3355 2.2343 0.4019  O1 0.957
4 O -3.7060 -0.3954 2.7572  H5 0.957, H6 0.957
5 H -4.4410 -0.6510 2.1999  O4 0.957
6 H -3.8931 0.5113 3.0003  O4 0.957
7 O 1.0042 1.6950 2.9981  H8 0.957, H9 0.957
8 H 0.7035 0.9504 3.5190  O7 0.957
9 H 1.6499 1.3226 2.3976  O7 0.957
10 O -0.0975 0.1908 -0.0352  H11 0.957, H12 0.957
11 H 0.2868 -0.6812 0.0555  O10 0.957
12 H -1.0411 0.0456 0.0339  O10 0.957
13 O 0.1459 -5.6197 0.5841  H14 0.957, H15 0.957
14 H -0.3732 -6.2863 0.1342  O13 0.957
15 H 0.5760 -6.0914 1.2973  O13 0.957
16 O 0.7516 -2.7318 -0.5343  H17 0.957, H18 0.957
17 H -0.1220 -2.8308 -0.9128  O16 0.957
18 H 0.9514 -3.5915 -0.1638  O16 0.957
19 O -1.5113 3.7321 -2.5287  H20 0.957, H21 0.957
20 H -1.2344 3.2286 -3.2943  O19 0.957
21 H -0.7541 3.7149 -1.9435  O19 0.957
22 O -2.8814 0.4130 -1.2823  H23 0.957, H24 0.957
23 H -3.2050 0.3159 -2.1779  O22 0.957
24 H -2.5305 1.3029 -1.2490  O22 0.957
25 O 1.2030 2.7336 -3.6751  H26 0.957, H27 0.957
26 H 0.7922 1.9392 -4.0162  O25 0.957
27 H 1.7835 2.4240 -2.9798  O25 0.957
28 O -1.8205 -2.3096 -1.2904  H29 0.957, H30 0.957
29 H -2.4164 -2.9337 -1.7046  O28 0.957
30 H -2.3822 -1.5815 -1.0247  O28 0.957
31 O 0.5050 -1.2388 2.6447  H32 0.957, H33 0.957
32 H -0.1640 -1.3325 3.3228  O31 0.957
33 H 0.2207 -0.4835 2.1299  O31 0.957
34 O -5.4854 -0.0087 -0.2555  H35 0.957, H36 0.957
35 H -5.7530 0.7658 0.2392  O34 0.957
36 H -4.6631 0.2461 -0.6740  O34 0.957
37 O 4.5059 1.5668 0.9233  H38 0.957, H39 0.957
38 H 4.6218 1.9542 0.0557  O37 0.957
39 H 5.2402 0.9596 1.0150  O37 0.957
40 O 2.3394 4.3802 -0.7615  H41 0.957, H42 0.957
41 H 1.4561 4.4892 -0.4093  O40 0.957
42 H 2.3550 3.4838 -1.0971  O40 0.957
43 O -1.7897 -1.4026 4.4975  H44 0.957, H45 0.957
44 H -1.6826 -2.3462 4.3777  O43 0.957
45 H -2.5775 -1.1853 3.9990  O43 0.957
46 O 2.9183 -2.6006 2.9989  H47 0.957, H48 0.957
47 H 2.0136 -2.3431 2.8215  O46 0.957
48 H 3.2748 -2.8314 2.1411  O46 0.957
49 O 3.4706 -0.9214 -1.8037  H50 0.957, H51 0.957
50 H 3.2318 -0.9364 -2.7305  O49 0.957
51 H 3.8095 -1.7994 -1.6290  O49 0.957
52 O -0.8430 0.4056 -3.5743  H53 0.957, H54 0.957
53 H -1.6267 -0.1423 -3.6170  O52 0.957
54 H -0.1725 -0.1636 -3.1967  O52 0.957
55 O 2.1757 1.6776 -1.3519  H56 0.957, H57 0.957
56 H 1.4576 1.2108 -0.9246  O55 0.957
57 H 2.8032 0.9928 -1.5831  O55 0.957

Orbital gap, eV: 9.132
Total charge: 0
Electronic energy, eV: -39520.670
Maximum force, eV/A: 1.14
Energy above the lowest of the compared OMol25 structures with the same formula, charge and spin, kcal per mole: 51.4

natural (NBO) charges, unit e, in atom order: -0.975 0.494 0.482 -0.962 0.494 0.482 -0.959 0.478 0.481 -0.996 0.513 0.490 -0.950 0.474 0.479 -0.991 0.492 0.489 -0.965 0.479 0.487 -0.981 0.483 0.520 -0.967 0.462 0.485 -0.968 0.479 0.498 -0.988 0.496 0.483 -0.965 0.466 0.483 -0.936 0.473 0.464 -0.976 0.479 0.477 -0.967 0.468 0.499 -0.959 0.492 0.455 -0.953 0.472 0.487 -0.946 0.465 0.481 -0.980 0.500 0.500

=====

Computed, not measured: a cluster of 2 separate species, C4H14ClFN4O4PS in total, with ωB97M-V/def2-TZVPD.

Each atom is followed by the atoms it is bonded to, with distances in Å.
CARTESIAN COORDINATES (ANGSTROEM)
1 C -1.2639 2.7669 2.1562  C2 1.640, H16 1.171, H17 1.193, H18 1.175
2 C -1.3470 2.1799 0.6274  C1 1.640, C3 1.658, H19 1.193, H20 1.170
3 C -0.5431 0.7302 0.6045  C2 1.658, Cl4 1.853, N5 1.510, H21 1.194
4 Cl 1.2897 0.8839 0.8260  C3 1.853
5 N -0.9862 -0.0688 -0.5977  C3 1.510, C6 1.510, S12 1.743
6 C -0.4667 -1.4863 -0.6000  N5 1.510, N7 1.542, N8 1.372
7 N -1.4929 -2.5839 -0.2552  C6 1.542, H22 1.044, H23 1.045
8 N 0.8124 -1.8993 -0.8769  C6 1.372, P9 1.808, H24 1.046
9 P 1.3543 -3.6239 -0.8567  N8 1.808, N10 1.804, O11 1.742
10 N 3.0494 -3.6543 -1.4725  P9 1.804, H25 1.061, H26 1.045
11 O 0.4281 -4.4881 -2.0519  P9 1.742, H27 1.003
12 S -0.7445 0.7615 -2.1107  N5 1.743, O13 1.577, O14 1.579, F15 1.714
13 O -0.7446 -0.3522 -3.2273  S12 1.577
14 O -1.9373 1.7151 -2.5101  S12 1.579
15 F 0.7489 1.5875 -2.2671  S12 1.714
16 H -0.1810 3.1557 2.3724  C1 1.171
17 H -1.4958 1.8906 2.9321  C1 1.193
18 H -2.0951 3.5776 2.3380  C1 1.175
19 H -2.4911 1.9055 0.4278  C2 1.193
20 H -1.0096 2.9245 -0.2097  C2 1.170
21 H -0.9451 0.1397 1.5611  C3 1.194
22 H -1.6453 -3.2200 -1.0683  N7 1.044
23 H -1.2137 -3.0939 0.6125  N7 1.045
24 H 1.5562 -1.1954 -1.0919  N8 1.046
25 H 3.0181 -3.6703 -2.5332  N10 1.061
26 H 3.5351 -4.5327 -1.1821  N10 1.045
27 H 0.7906 -4.2283 -2.9502  O11 1.003
28 O 0.9893 4.5355 3.6369  H29 0.969, H30 0.969
29 H 1.6004 5.2442 3.3853  O28 0.969
30 H 1.4305 4.0990 4.3810  O28 0.969

Orbital gap, eV: 7.862
Total charge: +1
Electronic energy, eV: -53877.697
Maximum force, eV/A: 10.26

natural (NBO) charges, unit e, in atom order: -0.645 -0.443 -0.071 -0.040 -0.640 0.794 -0.867 -0.769 1.364 -1.124 -0.936 2.203 -0.828 -0.716 -0.433 0.267 0.204 0.253 0.250 0.254 0.266 0.439 0.421 0.471 0.389 0.433 0.496 -0.948 0.480 0.476

=====

Computed, not measured: a cluster of 2 separate species, C3H9NOS in total, with ωB97M-V/def2-TZVPD.

Each atom is followed by the atoms it is bonded to, with distances in Å.
CARTESIAN COORDINATES (ANGSTROEM)
1 C -1.4219 -0.1499 0.0172  O2 1.438, C3 1.510, H7 1.098, H8 1.089
2 O -1.7183 -1.5337 -0.2377  C1 1.438, H9 0.963
3 C 0.0709 0.0691 -0.0512  C1 1.510, C4 1.509, N6 1.467, H10 1.097
4 C 0.5161 1.5081 0.0394  C3 1.509, H11 1.086, H12 1.098, H13 1.091
5 S 3.3559 -0.9886 -0.8640  no bonds
6 N 0.7562 -0.7391 0.9632  C3 1.467, H14 1.045, H15 1.020
7 H -1.7766 0.0717 1.0326  C1 1.098
8 H -1.9902 0.4970 -0.6502  C1 1.089
9 H -2.4855 -1.5809 -0.8177  O2 0.963
10 H 0.3762 -0.3442 -1.0201  C3 1.097
11 H 1.5496 1.5591 -0.2891  C4 1.086
12 H -0.1042 2.1485 -0.6013  C4 1.098
13 H 0.4418 1.8907 1.0589  C4 1.091
14 H 1.7654 -0.6813 0.6965  N6 1.045
15 H 0.6646 -1.7263 0.7237  N6 1.020

Orbital gap (alpha / beta), eV: 6.383 / 5.960
Total charge: -1
Electronic energy, eV: -17629.351
Spin multiplicity: 2
<S²>: 0.7531
Maximum force, eV/A: 1.19
Energy above the lowest of the compared OMol25 structures with the same formula, charge and spin, kcal per mole: 3.4

natural (NBO) charges, unit e, in atom order: -0.057 -0.735 -0.089 -0.620 -0.938 -0.895 0.153 0.148 0.459 0.185 0.251 0.182 0.196 0.405 0.354